Entry 1:
{
  "formula": "C5H7NO",
  "method": "ωB97M-V/def2-TZVPD",
  "e_tot_ha": -324.60158,
  "e_above_lowest_kcal_mol": 77.1,
  "homo_lumo_gap_ha": 0.3761,
  "lumo_ha": 0.033,
  "species": ["N", "C", "O", "C", "C", "C", "C", "H", "H", "H", "H", "H", "H", "H"],
  "coordinates": [[-1.379, -1.373, 1.316], [-1.288, -0.707, 0.260], [-1.889, 0.420, -0.183], [-0.533, 0.721, -0.934], [0.538, 1.213, 0.083], [1.140, -0.229, 0.195], [0.005, -0.674, -0.749], [-0.372, -1.583, 1.465], [-0.806, 1.210, -1.861], [0.035, 1.498, 1.004], [1.208, 2.017, -0.233], [1.004, -0.688, 1.209], [2.200, -0.394, -0.033], [0.139, -1.432, -1.540]],
  "forces_ev_per_angstrom": [[0.0, 0.9, 0.5], [2.3, -0.7, -1.0], [1.4, -0.3, -1.1], [-1.0, 0.5, 0.5], [-0.1, 0.2, 0.2], [-0.2, -0.1, 0.6], [-1.2, -0.5, 1.1], [-1.1, -1.3, 0.1], [0.3, 0.1, 0.0], [0.1, 0.3, 0.0], [-0.2, -0.2, -0.1], [0.4, 0.5, -0.8], [-0.4, 0.3, -0.5], [-0.4, 0.4, 0.5]],
  "nbo_charge": [-0.70, 0.61, -0.50, 0.09, -0.43, -0.40, -0.35, 0.35, 0.21, 0.24, 0.23, 0.19, 0.22, 0.24]
}



Entry 2:
{
  "formula": "C5H7NO",
  "method": "ωB97M-V/def2-TZVPD",
  "e_tot_ha": -324.68234,
  "e_above_lowest_kcal_mol": 26.4,
  "homo_lumo_gap_ha": 0.4106,
  "lumo_ha": 0.027,
  "species": ["C", "C", "C", "N", "C", "C", "O", "H", "H", "H", "H", "H", "H", "H"],
  "coordinates": [[-1.147, -1.164, 0.385], [-0.500, 0.224, 0.120], [-1.422, 1.073, -0.606], [-2.128, 1.863, -1.077], [0.830, 0.132, -0.620], [1.905, 0.377, 0.382], [1.664, 0.628, 1.536], [-2.193, -1.062, 0.689], [-0.592, -1.645, 1.186], [-1.137, -1.840, -0.492], [-0.224, 0.891, 1.015], [1.037, -0.806, -1.130], [0.981, 0.927, -1.351], [2.927, 0.403, -0.036]],
  "forces_ev_per_angstrom": [[0.2, 0.2, 0.3], [-0.3, 0.4, -0.1], [-1.2, 1.4, -0.7], [0.7, -1.0, 0.3], [0.2, 0.1, 0.2], [0.3, 0.2, 0.3], [0.9, -0.1, 0.0], [0.2, 0.1, 0.1], [0.0, -0.2, 0.1], [0.2, 0.6, 0.2], [-0.9, -1.6, -0.7], [-0.2, -0.2, -0.1], [-0.2, 0.0, -0.2], [0.1, -0.1, 0.3]],
  "nbo_charge": [-0.59, -0.36, 0.29, -0.34, -0.51, 0.45, -0.52, 0.23, 0.22, 0.22, 0.30, 0.24, 0.25, 0.12]
}



Entry 3:
{
  "formula": "C5H7NO",
  "method": "ωB97M-V/def2-TZVPD",
  "e_tot_ha": -324.58777,
  "e_above_lowest_kcal_mol": 85.8,
  "homo_lumo_gap_ha": 0.3877,
  "lumo_ha": 0.036,
  "species": ["C", "C", "C", "C", "N", "C", "O", "H", "H", "H", "H", "H", "H", "H"],
  "coordinates": [[2.571, 0.986, -0.062], [1.707, 0.241, -0.444], [0.645, -0.674, -0.848], [-0.250, -0.992, 0.331], [-0.850, 0.575, 0.867], [-2.036, 0.604, 0.270], [-2.385, -0.384, -0.359], [3.345, 1.647, 0.254], [1.081, -1.590, -1.273], [0.035, -0.236, -1.650], [-0.903, -1.853, 0.033], [0.234, -1.269, 1.246], [-0.507, 1.456, 1.313], [-2.686, 1.490, 0.324]],
  "forces_ev_per_angstrom": [[-0.2, -0.2, -0.2], [0.6, 0.4, -0.1], [0.1, 0.1, 0.1], [0.7, 1.1, 0.9], [-0.3, -1.6, -0.7], [-0.5, -0.5, -0.5], [-1.6, 0.6, -0.6], [-0.1, -0.1, 0.0], [-0.1, 0.1, 0.3], [0.1, 0.0, 0.2], [-0.2, 1.7, 0.7], [0.8, -0.1, 0.2], [0.4, -1.7, -0.5], [0.3, 0.1, 0.3]],
  "nbo_charge": [-0.27, 0.02, -0.53, -0.13, -0.68, 0.49, -0.66, 0.24, 0.24, 0.25, 0.26, 0.20, 0.42, 0.14]
}



Number 1 is which compound? C5H7NO